(1)
A cluster of 2 separate species, C18H36Br2N2O5P in total at a distorted geometry, computed with ωB97M-V/def2-TZVPD.

XYZ file:
```
64
Properties=species:S:1:pos:R:3:forces:R:3:nbo_charge:R:1
C 1.97004 -2.72662 1.14214 -0.5276 0.8514 -1.1643 -0.62
C 1.96967 -1.95617 -0.25982 -0.3734 -1.9644 0.4301 -0.09
O 2.41930 -0.58690 -0.14244 -0.3136 1.6908 -1.4575 -0.82
P 2.71775 0.10971 -1.65034 4.3624 -3.4132 -2.1259 2.29
O 3.76386 -0.77412 -2.34020 -2.5714 2.1702 1.2780 -1.08
C 1.16301 -0.01187 -2.68540 -0.5989 1.1944 0.1636 -0.79
C -0.12690 0.70694 -2.03743 0.3561 0.3732 -0.9951 -0.44
C -1.40551 -0.23662 -1.95020 0.7794 -0.2172 -0.3062 -0.46
C -2.17400 -0.23174 -0.55793 0.9971 -1.7938 -1.2131 0.12
C -3.35239 -1.31226 -0.71014 -0.1400 0.3889 -0.7037 -0.30
Br -4.48927 -1.44214 0.90667 2.0346 -0.4559 0.6261 0.08
C -4.32944 -1.00796 -1.96294 -0.3250 0.0013 -0.1774 -0.27
C -4.32481 -2.13017 -3.08959 -0.2738 0.1238 0.2417 -0.65
Br -6.22592 -0.86083 -1.30255 0.0673 0.6150 -1.8032 0.02
C -1.14688 -0.65911 0.57189 0.3496 -0.7075 0.1985 -0.12
O -1.59007 -0.48699 1.92308 -0.2410 0.8257 -0.9604 -0.51
C -2.21515 0.77557 2.18674 -1.2789 -0.0832 0.3962 -0.10
C -2.32642 1.77974 0.97048 0.8993 2.2861 1.5515 -0.10
C -1.03895 2.72094 0.86661 -0.5339 0.2447 0.9836 -0.08
O -1.19344 3.66323 -0.19710 0.3086 -0.8332 0.8380 -0.57
C -0.16180 4.67312 -0.18309 -0.1347 1.0831 -1.2172 -0.28
N -2.70457 1.15750 -0.33632 -1.2846 -0.3807 0.0773 -0.56
O 3.38389 1.65345 -1.57246 -2.5808 -2.2398 1.5123 -0.74
C 2.93998 2.40697 -0.41523 0.7233 1.8030 0.9323 -0.09
C 3.69116 2.05305 0.93701 -1.0640 0.4294 0.4168 -0.66
H 1.04806 -2.46024 1.73267 1.0277 -0.2463 -0.4085 0.21
H 1.90834 -3.82670 0.88056 0.2683 1.2985 0.5624 0.24
H 2.88212 -2.47147 1.74426 -0.9404 -0.4192 -0.8067 0.24
H 0.91762 -1.95666 -0.67463 0.9982 -0.0395 0.3313 0.14
H 2.60592 -2.57812 -0.95894 -0.4586 1.2136 0.5842 0.23
H 1.40361 0.49050 -3.67596 -0.0818 -0.6685 1.2689 0.28
H 0.99591 -1.10061 -2.91422 0.3237 1.0507 0.4444 0.27
H 0.18935 1.18393 -1.07059 -0.6361 -0.6128 -0.7944 0.21
H -0.37370 1.56398 -2.74331 0.2238 -0.9043 1.0325 0.23
H -2.06209 0.05131 -2.83501 0.4776 -0.4698 1.3257 0.24
H -1.06103 -1.30055 -2.16088 -0.5414 1.1978 0.4036 0.25
H -2.86111 -2.31336 -0.92451 -0.5979 1.2589 0.6676 0.26
H -4.11779 0.00702 -2.41906 -0.3031 -1.1996 0.6032 0.21
H -3.82125 -1.77833 -4.04472 -0.5278 -0.4502 1.2593 0.24
H -5.40410 -2.39523 -3.31365 1.4791 0.2942 0.0673 0.26
H -3.82354 -3.05515 -2.68958 -0.4301 0.8790 -0.5487 0.22
H -0.12366 -0.18797 0.49129 -1.1235 -0.2326 -0.3732 0.22
H -0.97950 -1.77617 0.43382 -0.2982 1.3706 0.2227 0.24
H -1.73052 1.27207 3.08878 -0.2786 -0.3922 -1.3869 0.23
H -3.28175 0.55303 2.52179 1.2858 0.2080 -0.4483 0.21
H -3.16953 2.49906 1.22930 0.9813 -0.9406 -0.4029 0.25
H -1.04028 3.32382 1.83567 0.0184 -0.9839 -0.9178 0.21
H -0.06900 2.14264 0.85501 -0.8962 0.4480 -0.2755 0.18
H -0.63669 5.62964 -0.57450 0.5125 -1.2165 0.5440 0.22
H 0.25396 4.90449 0.83653 -0.3521 -0.5705 -0.9520 0.20
H 0.61188 4.37907 -0.94866 -0.4183 0.3178 1.1289 0.19
H -2.49971 1.76708 -1.15098 0.3018 -0.0501 0.7180 0.46
H -3.74237 1.07920 -0.32828 0.4897 -0.0143 0.0437 0.46
H 1.82154 2.36092 -0.26691 1.0943 -0.1384 -0.2344 0.15
H 3.17897 3.49598 -0.64291 -0.3352 -1.4090 -0.0084 0.20
H 4.70808 1.59700 0.80411 -1.1592 0.3047 -0.0619 0.25
H 2.99484 1.41437 1.56934 1.2472 0.4190 -0.7679 0.22
H 3.81731 3.01882 1.51855 -0.0513 -1.0639 -0.7149 0.22
C 4.81562 -3.70983 4.67654 -0.6651 -0.1430 -0.3519 -0.72
C 3.51471 -3.98059 4.00101 -0.5879 -0.2007 -0.2192 0.31
N 2.50181 -4.19151 3.47440 1.5023 0.1562 1.0425 -0.36
H 5.07814 -2.65752 4.56570 -0.0509 -0.0711 -0.0142 0.25
H 4.73796 -3.94858 5.73725 -0.0418 0.0023 -0.0884 0.26
H 5.59877 -4.32206 4.22926 -0.0924 0.0252 0.0038 0.26
```
Positions in Å, forces in eV/Å.

Results
Gap between HOMO and LUMO ... 9.290 eV
Calculated total energy ... -181832.410 eV
HOMO ... -12.08 eV
Max |F| ... 5.93 eV Å⁻¹
Net charge ... +1

(2)
A structure of composition C21H50B3N7O9 at a distorted geometry, computed with ωB97M-V/def2-TZVPD.

XYZ file:
```
90
Properties=species:S:1:pos:R:3:forces:R:3:lowdin_charge:R:1
C -4.81239 -2.94486 0.88124 0.2433 -0.2960 -0.4052 -0.02
C -4.16869 -3.84753 -0.13485 -0.0626 -0.0811 -0.2382 -0.46
N -4.12121 -5.09966 0.05531 -0.0311 0.1745 0.0112 0.15
C -3.56515 -3.13706 -1.33227 0.1608 0.0854 0.3739 0.00
B -2.12119 -2.61795 -0.94186 0.0769 -0.7711 -0.9956 -0.55
O -1.35009 -3.39354 -0.08188 -0.7063 0.6367 0.5574 0.25
B -0.74704 -2.59020 0.86722 1.2878 -0.5634 0.0170 -0.36
O -0.07365 -1.45910 0.42601 -1.1807 0.2939 0.4550 0.21
B -0.97191 -0.72664 -0.34790 0.8214 0.3343 -0.5520 -0.32
O -1.62705 -1.40115 -1.38113 -0.6159 0.2527 0.9119 0.26
H -5.26055 -3.55007 1.65970 -0.0382 0.1119 0.1871 0.08
H -5.54989 -2.31950 0.38146 -0.1621 0.0683 0.1112 0.08
H -4.04473 -2.28085 1.28446 -0.0545 0.0671 0.2207 0.09
H -3.62729 -5.53997 -0.72056 -0.0241 -0.1516 0.0145 0.06
H -3.52085 -3.82231 -2.17867 0.0724 -0.0217 -0.1145 0.12
H -4.18521 -2.28461 -1.60646 -0.0147 0.0405 -0.1823 0.11
H -0.81392 -2.81506 2.03164 0.0957 -0.2415 -0.0370 0.13
H -1.20484 0.41294 -0.08162 0.2421 -0.3621 -0.2814 0.10
C -0.99730 -6.20520 3.27457 -0.0884 0.0529 -0.0025 -0.36
O -1.49703 -6.32725 4.37836 0.0181 -0.0019 0.0343 0.00
N 0.23693 -6.62581 2.94591 0.0037 -0.0063 -0.1355 -0.18
C 0.78609 -6.44905 1.61613 0.0433 -0.0301 0.1219 -0.06
C 1.04356 -7.27462 3.96334 -0.1402 0.0166 0.0457 -0.05
H -1.53170 -5.72669 2.43503 0.0092 -0.0146 -0.0084 0.13
H 1.02745 -7.42110 1.17822 -0.0046 0.0346 -0.0755 0.09
H 1.68935 -5.84405 1.67630 0.0380 -0.0269 -0.0886 0.06
H 0.06011 -5.94684 0.97738 -0.0688 -0.0307 0.0345 0.08
H 0.53573 -8.16856 4.32946 0.0243 -0.0021 0.0247 0.09
H 1.19754 -6.60065 4.80533 0.0505 -0.0209 0.0152 0.09
H 2.00656 -7.54505 3.54017 0.0186 0.0486 -0.0306 0.08
C 5.56782 -0.60970 0.38276 0.1311 0.0044 0.0296 -0.38
O 6.06718 -1.43087 -0.36704 -0.0466 -0.0529 -0.0139 0.00
N 4.24972 -0.43105 0.56052 -0.0664 0.0762 0.1621 -0.19
C 3.71504 0.57101 1.47176 -0.2147 -0.2699 -0.1519 -0.04
C 3.32489 -1.26473 -0.18988 0.2838 -0.0319 0.0133 -0.04
H 6.18205 0.07459 0.99384 -0.0276 0.0130 0.0096 0.13
H 3.10647 0.08476 2.23862 0.0212 0.0470 0.0378 0.09
H 3.10347 1.27714 0.91271 0.0196 0.0826 0.2008 0.05
H 4.52782 1.11228 1.95151 0.0377 0.0047 -0.0405 0.09
H 3.50352 -2.31525 0.04434 -0.0844 -0.0331 -0.0625 0.09
H 3.49179 -1.12334 -1.25835 -0.0463 -0.1321 -0.0355 0.08
H 2.30183 -1.00109 0.05900 0.0159 0.0311 0.0852 0.07
C -2.20495 2.51089 -1.00937 0.0887 -0.0712 0.0334 -0.36
O -1.31320 2.50554 -0.18128 -0.0820 0.3387 -0.0508 0.00
N -2.95595 3.57964 -1.31894 -0.1479 0.0927 -0.1120 -0.19
C -4.00593 3.51788 -2.31338 0.0947 0.1269 0.1289 -0.05
C -2.70473 4.83975 -0.63296 0.0732 -0.1735 0.0589 -0.03
H -2.47465 1.60750 -1.58753 -0.0150 -0.0005 0.0085 0.13
H -3.80220 4.22365 -3.12212 -0.0593 -0.0183 -0.0385 0.08
H -4.96870 3.76902 -1.86306 -0.0383 -0.0135 -0.0621 0.09
H -4.06508 2.51433 -2.73022 0.0159 -0.0186 0.0068 0.08
H -1.68056 5.16385 -0.81244 -0.0075 0.0702 0.0284 0.10
H -2.83747 4.71125 0.44141 0.0240 0.0349 0.0106 0.10
H -3.38834 5.59933 -0.99834 0.0193 0.0170 -0.0442 0.06
C 3.00382 3.67353 -1.12048 -0.0344 0.1668 0.0872 -0.34
O 2.95484 3.24425 0.01638 0.0362 0.0013 -0.1256 0.01
N 3.05852 2.91446 -2.22998 0.0056 -0.0047 -0.1865 -0.19
C 3.11196 3.49655 -3.55550 -0.0023 -0.1854 0.0865 -0.06
C 3.06474 1.46697 -2.09138 -0.0388 0.2293 0.1713 -0.04
H 3.00830 4.75476 -1.33842 -0.0068 -0.0050 -0.0113 0.13
H 2.25168 3.17351 -4.14544 0.0129 0.0460 -0.0522 0.09
H 4.02540 3.18807 -4.06781 -0.0106 0.0437 -0.0559 0.09
H 3.09988 4.58191 -3.48437 -0.0027 0.0130 0.0260 0.08
H 2.15921 1.14138 -1.57627 0.0105 -0.0557 -0.0088 0.09
H 3.92603 1.15413 -1.50127 0.0062 -0.0617 -0.0249 0.08
H 3.11065 1.00624 -3.07475 0.0033 0.0238 -0.0264 0.09
C 4.05807 -4.13421 3.05228 -0.0205 -0.0293 -0.1213 -0.34
O 3.08301 -4.85700 3.16159 0.0185 0.0102 0.0458 0.00
N 4.51262 -3.32403 4.02134 0.1183 0.0651 0.0050 -0.19
C 5.67549 -2.48064 3.82903 -0.1705 -0.0090 0.1197 -0.05
C 3.80960 -3.29871 5.29362 -0.0477 -0.0764 -0.1153 -0.04
H 4.65644 -4.08404 2.12699 0.0035 0.0083 0.0099 0.14
H 6.45106 -2.73368 4.55428 0.0459 0.0564 -0.0270 0.09
H 5.39545 -1.43245 3.95573 0.1118 0.0348 -0.0223 0.09
H 6.07129 -2.62112 2.82487 -0.0074 -0.0015 -0.0167 0.08
H 3.81024 -4.29186 5.74313 -0.0253 0.0135 0.0390 0.09
H 2.77277 -2.99656 5.14439 -0.0126 -0.0063 0.0464 0.09
H 4.29983 -2.59680 5.96304 0.0324 0.0180 -0.0178 0.09
C -4.36905 8.09932 -2.39920 -0.0045 0.0682 0.1131 -0.36
O -3.23889 7.96065 -1.97289 0.0053 -0.0624 -0.0315 0.01
N -4.72044 7.94717 -3.68975 -0.1306 -0.0279 -0.0933 -0.20
C -6.08507 8.12412 -4.14499 0.1877 -0.0424 -0.0820 -0.06
C -3.68847 7.59553 -4.65092 0.0190 0.0337 0.1416 -0.04
H -5.21788 8.36706 -1.74708 -0.0065 0.0024 -0.0162 0.13
H -6.45631 7.20237 -4.59733 -0.0675 0.0251 -0.0048 0.09
H -6.13644 8.92434 -4.88558 -0.0728 0.0018 0.0002 0.09
H -6.72478 8.38397 -3.30454 0.0120 0.0035 0.0275 0.08
H -3.22540 6.64691 -4.37677 0.0367 0.0028 -0.0385 0.08
H -2.91010 8.35843 -4.66291 0.0308 -0.0255 -0.0321 0.09
H -4.12955 7.51116 -5.64062 -0.0380 0.0056 0.0002 0.09
```
Positions in Å, forces in eV/Å.

Results
Gap between HOMO and LUMO ... 8.657 eV
Calculated total energy ... -53481.592 eV
HOMO ... -8.46 eV
Max |F| ... 1.41 eV Å⁻¹

(3)
A cluster of 2 separate species, CH2OS3 in total at a distorted geometry, computed with ωB97M-V/def2-TZVPD.

XYZ file:
```
7
Properties=species:S:1:pos:R:3:forces:R:3:nbo_charge:R:1
C -0.61979 -0.33346 0.20234 1.7802 3.7199 3.9964 -0.65
O -1.69684 1.00838 2.41337 1.5475 0.4551 1.7031 -0.87
S -3.71021 0.79241 0.53204 0.8558 -0.6667 -0.5185 -0.35
S -1.30508 -1.72723 1.04354 -0.1089 0.2811 0.0234 0.08
S -1.95400 0.31663 1.20947 -1.4451 -1.1135 -1.9060 1.42
H 0.71312 0.66632 0.93341 -2.6515 -2.4314 -1.4932 0.14
H -0.55926 -0.01713 -0.78638 0.0221 -0.2445 -1.8051 0.23
```
Positions in Å, forces in eV/Å.

Results
Gap between HOMO and LUMO ... 8.296 eV
Calculated total energy ... -35617.052 eV
HOMO ... -9.38 eV
Max |F| ... 5.74 eV Å⁻¹
Energy relative to the best compared isomer or geometry (same formula, charge and spin) ... 91.9 kcal per mole